(1)
This record from the Open Molecules 2025 dataset describes one molecule with the formula C4H6O in a non-equilibrium geometry. The level of theory is wB97M-V/def2-TZVPD.

Values from the calculation:
* multiplicity: 1
* E_tot: -231.1022 Ha
* HOMO energy: -0.3462 Eh
* net charge: 0
* gap between HOMO and LUMO: 0.38165 Ha
* relative energy (zero: lowest compared OMol25 entry of this formula, charge and spin): 319.0 kJ/mol

Geometry (Å):
C (0.634069, -1.529653, -0.606370)
O (0.387002, -0.372064, 0.205086)
C (0.499916, 1.127897, 0.129238)
C (-0.871438, 1.427463, 0.523165)
C (-1.975192, 1.046969, 0.814839)
H (0.609696, -1.402409, -1.696300)
H (-0.139981, -2.295353, -0.383366)
H (1.583204, -2.010906, -0.327371)
H (1.206442, 1.537841, 0.884027)
H (0.757191, 1.656978, -0.810783)
H (-2.954455, 0.718418, 1.054594)

Atomic forces in eV per Å
0.3 0.2 -0.2
0.7 0.5 0.4
-0.1 -0.9 -0.2
-0.7 -0.4 0.0
0.0 0.7 0.0
0.1 0.5 0.2
0.2 0.8 0.1
0.0 0.4 -0.1
-0.2 -0.8 -0.3
-0.1 -1.0 0.0
-0.2 0.1 0.1


(2)
This record from the Open Molecules 2025 dataset describes a 3-piece molecular cluster, C29H70N3O6P2 overall in a non-equilibrium geometry. The level of theory is wB97M-V/def2-TZVPD.

Values from the calculation:
* multiplicity: 1
* E_tot: -2445.2461 Ha
* HOMO energy: -0.1453 Eh
* net charge: -1
* gap between HOMO and LUMO: 0.23604 Ha

Geometry (Å):
C (-5.214948, 2.853547, -2.616746)
C (-4.100297, 3.968461, -2.982390)
C (-2.871585, 3.293195, -3.753190)
O (-1.717717, 3.072932, -2.941476)
P (-1.437349, 1.366349, -2.622245)
C (-1.331654, -0.546173, -2.303886)
C (-1.323585, -1.416171, -3.644538)
C (-2.828490, -1.834082, -3.968588)
N (-3.214901, -1.600172, -5.418705)
C (-1.301080, 1.613589, -0.724690)
C (-1.907065, 3.015740, -0.201938)
C (-1.993052, 3.052110, 1.413926)
O (-3.150641, 2.334739, 1.910765)
C (-4.324497, 3.068907, 1.773473)
C (-5.690753, 2.321376, 2.148037)
O (-4.412244, 4.229415, 1.353249)
C (0.445434, 1.499923, -2.914194)
C (1.167001, 2.752764, -2.247108)
P (2.501960, 2.257359, -0.979283)
O (2.279777, 0.812212, -0.478898)
O (2.324816, 3.263505, 0.374276)
C (3.474285, 4.092335, 0.649648)
C (3.497846, 4.284211, 2.261378)
O (3.986234, 2.391713, -1.788117)
C (4.739324, 1.155079, -1.741553)
C (5.408848, 0.830740, -0.335663)
H (-5.152228, 1.949536, -3.313331)
H (-6.273935, 3.289484, -2.647495)
H (-5.007825, 2.459668, -1.572642)
H (-4.604420, 4.752928, -3.647820)
H (-3.771659, 4.536550, -2.046566)
H (-3.267179, 2.371648, -4.281461)
H (-2.551173, 4.029589, -4.574623)
H (-1.578656, 1.047935, -4.043617)
H (-2.883587, 1.230529, -2.435839)
H (-0.480349, -0.832041, -1.605760)
H (-2.295981, -0.815186, -1.740160)
H (-0.748476, -2.382648, -3.435025)
H (-0.788717, -0.920549, -4.520646)
H (-2.940943, -2.944075, -3.722737)
H (-3.605802, -1.290973, -3.346870)
H (-3.930312, -2.294528, -5.690675)
H (-3.748477, -0.715266, -5.385131)
H (-0.268068, 1.398285, -0.292974)
H (-1.991796, 0.820938, -0.260295)
H (-2.972321, 3.051569, -0.575623)
H (-1.283599, 3.909816, -0.498567)
H (-1.948580, 4.141831, 1.729348)
H (-1.053286, 2.553636, 1.799834)
H (-5.696354, 2.136217, 3.266548)
H (-6.589751, 2.978183, 1.910020)
H (-5.783283, 1.360058, 1.543299)
H (0.942947, 0.507969, -2.641273)
H (0.594177, 1.594473, -4.048918)
H (0.491688, 3.471371, -1.697377)
H (1.707383, 3.330748, -3.074196)
H (4.472349, 3.638126, 0.386412)
H (3.338278, 5.151560, 0.234432)
H (2.499333, 3.899082, 2.663259)
H (4.270246, 3.529618, 2.644545)
H (3.727415, 5.344209, 2.574491)
H (5.597649, 1.281671, -2.489069)
H (4.153975, 0.253026, -2.117532)
H (4.996587, -0.127665, 0.134530)
H (6.539983, 0.660973, -0.409583)
H (5.274372, 1.638478, 0.450498)
C (2.118422, 0.980437, 3.843307)
C (2.474876, 0.291307, 5.154792)
N (2.941246, 1.209528, 6.187966)
C (3.561546, 0.536259, 7.322892)
C (2.682009, -0.379754, 8.173592)
C (2.042191, 2.306162, 6.525593)
C (0.630747, 1.951917, 6.995466)
H (2.948605, 1.588795, 3.478879)
H (1.892805, 0.231790, 3.080469)
H (1.236735, 1.617944, 3.944758)
H (3.276283, -0.421706, 4.932686)
H (1.614410, -0.300846, 5.492203)
H (4.026967, 1.284423, 7.975291)
H (4.399965, -0.059915, 6.943144)
H (2.000646, 0.188918, 8.807180)
H (3.311820, -0.975752, 8.841456)
H (2.100673, -1.077197, 7.567877)
H (1.952144, 2.955567, 5.648712)
H (2.515376, 2.942347, 7.281464)
H (0.157628, 1.193653, 6.368199)
H (-0.001403, 2.844571, 6.955665)
H (0.621265, 1.605576, 8.029175)
C (1.598942, -6.020964, -4.317514)
C (1.115112, -5.761621, -2.895676)
N (-0.330280, -5.863852, -2.745412)
C (-0.819459, -5.326467, -1.480046)
C (-0.378684, -6.025487, -0.194264)
C (-0.932284, -7.122186, -3.165523)
C (-0.429411, -8.408095, -2.507237)
H (1.084346, -5.375206, -5.032690)
H (2.669526, -5.812715, -4.387655)
H (1.448995, -7.061698, -4.615861)
H (1.422410, -4.743388, -2.635385)
H (1.646619, -6.433924, -2.209106)
H (-1.914460, -5.288088, -1.502965)
H (-0.507876, -4.277466, -1.416700)
H (-0.891257, -6.978477, -0.055969)
H (-0.633780, -5.401379, 0.667259)
H (0.699020, -6.197116, -0.162798)
H (-0.795030, -7.221745, -4.247488)
H (-2.018419, -7.063569, -3.038640)
H (0.660601, -8.455404, -2.457072)
H (-0.764032, -9.271743, -3.091272)
H (-0.830846, -8.533814, -1.501707)

Atomic forces in eV per Å
0.2 0.3 0.3
-0.8 -0.5 -0.1
0.1 1.7 -0.3
-0.9 0.0 -1.0
-0.3 -1.7 0.7
-0.2 -1.1 0.1
-0.1 -0.6 1.1
-0.1 -0.4 -0.4
-0.8 0.0 0.8
-0.7 0.7 1.6
0.2 -1.3 1.2
1.8 0.7 -1.7
-1.8 1.7 -0.1
-1.2 1.1 -0.7
0.7 -0.1 0.0
0.9 -2.5 1.0
1.4 0.2 -0.8
1.2 0.5 -0.1
-2.2 -3.5 0.3
1.0 3.3 -1.0
2.1 -0.4 -2.4
0.1 1.7 2.5
0.0 -1.5 -0.6
-1.5 -0.5 1.5
1.8 -1.1 -0.3
0.3 -0.7 0.7
-0.1 1.4 0.8
1.4 -0.6 0.1
-0.4 0.4 -1.2
0.8 -1.1 0.7
-0.3 -0.9 -1.3
0.7 0.7 0.7
-0.4 -0.9 0.9
-0.2 0.4 -0.1
-0.2 0.1 0.0
-0.8 0.3 -0.9
1.3 0.3 -0.6
-0.7 1.1 -0.4
-1.0 -0.4 1.1
0.1 1.4 -0.4
1.3 -0.5 -0.3
0.6 0.4 0.2
0.6 -0.5 -0.4
-1.1 0.4 -0.5
0.9 0.9 -0.7
1.3 0.4 0.2
-0.9 -1.0 0.1
-0.6 -1.4 0.0
-1.3 0.3 -0.1
0.0 -0.1 -1.4
1.5 -0.6 0.2
0.2 1.1 1.0
-0.6 1.5 0.0
-0.2 0.0 1.5
0.5 -0.9 -0.7
-0.7 -0.5 1.3
-1.3 0.5 -0.3
0.3 -1.7 0.0
1.3 0.9 -0.5
-0.9 1.3 -0.2
-0.2 -1.3 -0.3
-1.3 0.2 0.9
0.4 1.4 0.7
0.3 1.4 -0.8
-1.5 0.4 -0.2
0.0 -0.8 -1.1
-0.1 0.0 0.0
0.0 0.2 -0.2
0.3 0.0 0.3
0.2 0.0 -0.1
0.0 -0.1 0.3
-0.1 0.2 -0.3
-0.2 0.1 0.2
0.0 0.0 0.1
0.0 0.1 0.0
0.0 0.0 -0.1
0.0 0.1 0.3
-0.1 -0.1 0.0
-0.1 0.1 -0.1
-0.1 0.0 -0.1
-0.1 -0.1 -0.1
0.0 0.0 0.0
0.0 0.1 0.0
0.0 -0.1 0.0
0.1 -0.2 0.0
0.1 0.0 0.0
0.0 -0.1 0.0
0.0 -0.1 -0.1
0.0 -0.1 0.0
-0.1 0.0 -0.2
-0.3 0.1 0.1
0.0 0.3 0.0
-0.1 -0.1 0.2
0.1 0.0 -0.3
-0.1 -0.3 0.0
0.0 0.0 0.1
-0.1 0.0 0.0
0.0 0.0 0.0
-0.2 -0.1 0.2
0.1 0.0 0.0
0.1 -0.1 -0.2
0.1 -0.1 -0.1
0.1 0.0 0.0
0.0 0.0 -0.1
0.0 0.0 0.0
0.1 0.1 0.0
0.1 0.2 0.1
0.0 0.1 0.0
0.0 0.1 0.0
0.1 0.0 0.0